Entry 1:
Here is a 2-piece molecular cluster, C8H11NS2 overall at a distorted geometry from the OMol25 dataset. Energies are from ωB97M-V/def2-TZVPD.

The energy above the lowest of the compared OMol25 structures with the same formula, charge and spin is 43.6 kcal/mol. The value obtained for the total energy is -31632.0111 eV. As for the spin multiplicity: 1.

Positions of all 22 atoms, in Å:
H: 0.559 -2.242 -1.884
S: -2.119 0.308 -0.640
C: 0.175 1.275 0.399
C: 0.236 -2.271 0.317
H: 1.194 1.160 -2.176
H: 2.797 -1.504 -1.383
H: 0.921 0.576 0.652
C: 2.664 -1.521 0.556
H: -2.934 0.543 1.538
C: 0.911 -2.225 -0.905
H: -2.642 2.098 0.701
N: 2.172 -1.754 -0.650
H: -0.704 0.371 2.163
C: -0.845 1.237 1.565
H: -0.310 1.071 -3.049
C: -0.452 0.849 -0.887
S: 1.462 -1.929 1.659
H: -0.755 2.124 2.161
C: 0.144 0.967 -2.074
H: 0.631 2.218 0.401
C: -2.226 1.120 1.028
H: -0.879 -2.473 0.509


Entry 2:
Here is C17H32BiSi as an isolated structure from the OMol25 dataset. Energies are from ωB97M-V/def2-TZVPD.

The value obtained for the total energy is -31858.7429 eV. The total charge is +1. As for the spin multiplicity: 1.

Positions of all 51 atoms, in Å:
H: 4.106 2.356 0.164
H: 3.471 -1.522 1.003
H: 4.299 -0.533 2.217
C: -1.533 -0.444 -0.488
H: 4.050 -2.255 2.493
C: -1.084 1.913 2.287
C: 2.250 -1.099 2.805
C: -1.662 -1.424 -1.520
H: -2.006 -2.437 -1.363
H: 1.380 3.602 2.306
H: -0.472 1.136 -3.249
C: 0.371 1.902 4.331
H: 2.707 1.552 -0.501
H: -0.377 -0.709 4.410
H: 3.926 0.621 0.407
H: -1.053 1.754 -0.703
C: -1.018 0.756 -1.124
H: -1.280 -0.793 2.885
H: 4.258 2.965 2.582
C: 3.588 -1.349 2.082
H: 2.623 3.975 1.117
H: 1.624 -0.857 4.898
C: 1.387 -2.359 2.585
C: 2.537 -0.972 4.309
C: 3.378 1.565 0.373
H: -0.612 2.790 1.845
Bi: 0.835 -0.509 -0.317
H: 0.824 2.846 4.020
H: 4.297 1.240 2.936
H: -1.217 -1.391 -3.683
H: 3.140 2.288 3.767
H: 1.942 -3.239 2.927
H: 1.151 3.143 0.607
H: 3.192 -0.125 4.531
C: -0.935 -0.121 3.679
C: 2.617 1.893 1.672
H: 1.156 -2.556 1.528
H: -1.902 2.269 2.924
Si: 1.384 0.485 2.115
C: 1.886 3.222 1.418
H: -2.025 -0.482 0.477
C: -0.123 1.065 3.136
C: 3.632 2.096 2.808
H: -1.536 1.323 1.484
H: 3.041 -1.880 4.661
C: -1.267 -0.869 -2.739
H: -1.823 0.266 4.189
H: 1.097 1.366 4.947
H: 0.442 -2.334 3.120
H: -0.484 2.146 4.970
C: -0.859 0.446 -2.509


Entry 3:
Here is a 4-piece molecular cluster, C35H48F16NO6Si overall at a distorted geometry from the OMol25 dataset. Energies are from ωB97M-V/def2-TZVPD.

The value obtained for the total energy is -102208.1795 eV. The total charge is -1. As for the spin multiplicity: 1.

Positions of all 107 atoms, in Å:
H: 6.945 -3.439 -2.359
C: 1.442 -2.586 -3.286
C: -4.614 1.593 9.370
H: 2.530 0.689 7.730
H: 4.569 0.736 0.144
H: -4.813 0.920 8.536
H: -2.891 -1.277 -4.487
H: -7.228 -1.644 0.513
H: 0.455 4.894 -4.561
F: 10.718 -5.609 -3.986
F: -0.654 -1.357 11.185
H: 6.336 -4.960 -2.987
C: -7.309 -1.148 -0.444
F: 1.566 2.295 3.586
H: -5.507 2.185 9.567
C: 1.545 0.645 7.269
H: 4.138 0.986 -1.596
F: 0.700 -0.750 -4.538
H: 3.049 2.075 -2.947
O: 8.346 -4.747 -3.199
O: -0.617 1.762 6.146
C: 7.029 -4.145 -3.183
H: -5.240 -1.361 -0.939
H: 5.691 -3.117 -4.505
F: 3.054 -2.360 -4.995
O: -1.662 1.635 10.678
F: 0.673 -3.239 -4.214
H: -1.385 2.365 -2.518
C: 1.860 -0.162 -2.552
H: 3.471 2.001 -0.308
H: 1.232 -1.425 7.766
C: -3.736 1.289 -2.756
H: 7.385 -2.660 -4.711
H: 1.425 2.299 -4.902
F: -0.440 3.067 3.775
H: -3.096 2.075 -4.726
C: 9.363 -3.944 -2.946
H: -6.054 -0.083 -5.727
C: -6.199 -0.978 -1.267
C: -1.906 0.498 10.404
H: -4.355 1.765 -1.992
H: -3.961 3.223 -3.703
H: -2.067 3.983 -2.773
C: 0.360 3.975 -3.985
C: 0.965 -1.111 -3.247
C: 6.711 -3.493 -4.508
H: -1.467 3.846 -5.165
H: 1.924 -1.156 6.156
C: -1.889 3.009 -3.236
C: 10.672 -4.754 -2.957
C: -5.425 0.672 -5.251
H: 1.344 -0.832 1.080
F: 10.788 -5.469 -1.827
Si: -4.791 -0.030 -3.618
H: -7.712 0.654 -3.830
H: -5.035 0.151 10.909
C: 2.644 0.016 -0.357
F: 1.184 4.040 4.810
F: -0.309 -1.202 -2.623
F: -1.151 -1.334 9.085
C: 1.610 3.065 -4.148
C: -0.943 3.248 -4.414
H: 0.218 -0.843 6.439
H: 2.421 3.698 -4.518
C: 0.460 1.953 5.659
H: -4.358 -2.235 -4.667
C: -8.674 -0.013 -2.068
N: 2.112 -0.732 -1.258
F: 0.343 0.025 9.852
H: 0.631 1.307 -1.510
H: 0.281 4.199 -2.921
H: -2.876 0.847 -2.249
C: -4.223 0.807 10.602
C: -8.549 -0.654 -0.839
H: -3.813 2.266 9.063
C: 3.779 0.982 -0.572
H: -9.640 0.358 -2.388
F: 1.249 -3.245 -2.140
F: 3.099 -4.154 -3.823
C: -6.294 -0.324 -2.503
F: 11.731 -3.952 -3.045
H: -9.423 -0.760 -0.211
C: -3.236 2.409 -3.698
O: 9.317 -2.774 -2.705
O: -3.105 -0.059 10.328
O: 1.616 1.477 6.094
H: -0.689 2.294 -4.875
C: 1.209 -0.781 6.889
C: 2.897 -2.813 -3.759
H: 1.806 0.864 1.446
H: -3.506 -2.103 -3.079
H: -6.064 1.534 -5.054
C: 0.695 2.847 4.430
F: 3.823 -2.357 -2.944
C: -0.826 -0.559 10.122
C: 1.133 1.179 -2.478
C: -3.812 -1.584 -3.985
H: -3.994 1.463 11.441
H: 6.822 -4.206 -5.325
H: 2.961 -0.498 1.687
C: 2.143 -0.097 1.068
C: 2.022 2.409 -2.827
H: -4.625 0.981 -5.917
H: 0.836 1.059 7.974
C: -7.554 0.148 -2.887
H: 0.351 1.177 -3.238
H: 2.035 3.178 -2.046


Entry 4:
Here is C25H15F6N5O6RuS2 as an isolated structure from the OMol25 dataset. Energies are from ωB97M-V/def2-TZVPD.

The energy above the lowest of the compared OMol25 structures with the same formula, charge and spin is 51.3 kcal/mol. The value obtained for the total energy is -86452.9232 eV. As for the expectation value of S²: 0.753. The total charge is +1. As for the spin multiplicity: 2.

Positions of all 60 atoms, in Å:
C: -4.217 -2.346 -0.181
N: 1.935 0.690 0.263
N: -1.571 4.127 -0.562
C: 4.051 1.808 0.192
C: -3.313 -0.287 0.614
S: -2.503 2.976 -0.063
O: 0.192 2.376 -0.880
C: -0.095 -0.043 3.416
F: -2.113 1.064 -1.891
H: -3.441 0.685 1.053
C: -0.727 0.890 5.571
O: 0.737 4.735 -1.299
C: 1.731 -1.657 0.028
C: 2.677 1.808 0.294
C: -0.016 -0.208 7.583
S: -0.034 3.804 -0.564
C: 0.433 4.122 1.253
H: -5.058 -2.981 -0.421
O: -1.767 2.008 0.815
C: -2.964 2.072 -1.645
F: 1.542 4.838 1.281
C: -0.071 -0.103 4.840
F: -4.185 1.578 -1.517
C: -1.868 -1.958 -0.056
C: 0.613 -1.148 5.465
C: 2.592 -0.478 0.105
C: -0.693 0.828 6.951
C: -4.408 -1.081 0.347
O: -3.731 3.431 0.477
Ru: -0.255 0.472 0.396
H: -2.725 -3.788 -0.746
N: 0.418 -1.362 -0.055
C: 3.969 -0.554 -0.025
H: -1.194 1.587 7.535
C: -0.069 -3.695 -0.112
H: -0.770 -4.520 -0.130
H: 1.155 -1.995 7.349
F: -2.925 2.919 -2.647
F: 0.648 2.979 1.929
F: -0.540 4.775 1.855
H: 0.006 -0.250 8.663
C: -0.469 -2.381 -0.113
H: 4.579 2.750 0.226
C: 0.633 -1.193 6.846
C: 4.716 0.605 0.030
C: 1.762 -5.482 0.044
N: -0.083 -0.044 2.269
C: 1.281 -4.008 -0.025
O: 2.994 -5.583 0.096
H: 3.231 -3.215 0.132
H: 5.793 0.570 -0.068
H: -5.397 -0.695 0.547
N: -2.052 -0.695 0.383
H: 2.173 2.746 0.384
O: 0.834 -6.294 -0.039
H: 4.439 -1.513 -0.182
C: 2.184 -2.956 0.043
H: 1.110 -1.908 4.876
C: -2.925 -2.796 -0.369
H: -1.250 1.688 5.061


Copy entry 2 word for word.
Here is C17H32BiSi as an isolated structure from the OMol25 dataset. Energies are from ωB97M-V/def2-TZVPD.

The value obtained for the total energy is -31858.7429 eV. The total charge is +1. As for the spin multiplicity: 1.

Positions of all 51 atoms, in Å:
H: 4.106 2.356 0.164
H: 3.471 -1.522 1.003
H: 4.299 -0.533 2.217
C: -1.533 -0.444 -0.488
H: 4.050 -2.255 2.493
C: -1.084 1.913 2.287
C: 2.250 -1.099 2.805
C: -1.662 -1.424 -1.520
H: -2.006 -2.437 -1.363
H: 1.380 3.602 2.306
H: -0.472 1.136 -3.249
C: 0.371 1.902 4.331
H: 2.707 1.552 -0.501
H: -0.377 -0.709 4.410
H: 3.926 0.621 0.407
H: -1.053 1.754 -0.703
C: -1.018 0.756 -1.124
H: -1.280 -0.793 2.885
H: 4.258 2.965 2.582
C: 3.588 -1.349 2.082
H: 2.623 3.975 1.117
H: 1.624 -0.857 4.898
C: 1.387 -2.359 2.585
C: 2.537 -0.972 4.309
C: 3.378 1.565 0.373
H: -0.612 2.790 1.845
Bi: 0.835 -0.509 -0.317
H: 0.824 2.846 4.020
H: 4.297 1.240 2.936
H: -1.217 -1.391 -3.683
H: 3.140 2.288 3.767
H: 1.942 -3.239 2.927
H: 1.151 3.143 0.607
H: 3.192 -0.125 4.531
C: -0.935 -0.121 3.679
C: 2.617 1.893 1.672
H: 1.156 -2.556 1.528
H: -1.902 2.269 2.924
Si: 1.384 0.485 2.115
C: 1.886 3.222 1.418
H: -2.025 -0.482 0.477
C: -0.123 1.065 3.136
C: 3.632 2.096 2.808
H: -1.536 1.323 1.484
H: 3.041 -1.880 4.661
C: -1.267 -0.869 -2.739
H: -1.823 0.266 4.189
H: 1.097 1.366 4.947
H: 0.442 -2.334 3.120
H: -0.484 2.146 4.970
C: -0.859 0.446 -2.509


- The lowest total energy belongs to which entry?
  C35H48F16NO6Si


- Which formula does entry 4 have?
  C25H15F6N5O6RuS2